Record 1
ORCA calculation (ωB97M-V/def2-TZVPD) on an isolated molecule of C13H13ClN2O2S at a distorted geometry.

Properties
Structure (SMILES): CCOC(=O)Cc1csc(Nc2ccc(Cl)cc2)n1
Spin multiplicity: 1
Lowest unoccupied orbital energy, eV: 0.45
Charge: 0
HOMO, eV: -7.82

Each line ends with the Mulliken charge.
Atoms and positions in Å:
C (0.802, 3.270, 4.149)  -1.098
C (0.297, 2.011, 3.459)  -0.248
O (0.686, 1.979, 2.084)  -0.334
C (1.907, 1.528, 1.805)  0.638
O (2.699, 1.144, 2.624)  -0.592
C (2.152, 1.519, 0.305)  -0.705
C (2.087, 0.096, -0.157)  -0.094
C (3.067, -0.829, 0.003)  -0.256
S (2.570, -2.359, -0.627)  -0.257
C (1.027, -1.602, -1.063)  0.503
N (0.090, -2.366, -1.672)  -0.068
C (-1.178, -1.998, -2.100)  0.413
C (-1.691, -0.716, -1.916)  -0.224
C (-2.962, -0.408, -2.363)  -0.801
C (-3.727, -1.375, -2.995)  0.331
Cl (-5.317, -0.985, -3.554)  -0.223
C (-3.230, -2.656, -3.182)  -0.678
C (-1.961, -2.963, -2.735)  -0.539
N (0.948, -0.356, -0.752)  -0.366
H (1.889, 3.276, 4.161)  0.314
H (0.438, 3.295, 5.172)  0.367
H (0.449, 4.155, 3.624)  0.298
H (0.692, 1.121, 3.960)  0.321
H (-0.794, 1.979, 3.445)  0.308
H (1.382, 2.100, -0.197)  0.253
H (3.143, 1.931, 0.112)  0.331
H (4.030, -0.711, 0.453)  0.483
H (0.353, -3.326, -1.843)  0.190
H (-1.085, 0.026, -1.424)  0.599
H (-3.359, 0.585, -2.222)  0.407
H (-3.832, -3.404, -3.674)  0.403
H (-1.571, -3.961, -2.880)  0.322

=====

Record 2
ORCA calculation (ωB97M-V/def2-TZVPD) on an isolated molecule of C13H13N at a distorted geometry.

Properties
Structure (SMILES): CC/C=C/c1ccc2ccccc2n1
Spin multiplicity: 1
Lowest unoccupied orbital energy, eV: -0.19
Charge: 0
HOMO, eV: -8.18

Each line ends with the Mulliken charge.
Atoms and positions in Å:
C (-4.562, -0.343, 0.889)  -0.971
C (-4.097, -0.339, -0.518)  -0.428
C (-2.720, 0.210, -0.436)  -0.311
C (-1.637, -0.478, -0.323)  -0.024
C (-0.345, -0.031, -0.305)  0.590
C (-0.055, 1.411, -0.078)  -0.586
C (1.294, 1.756, -0.077)  -0.692
C (2.400, 0.790, -0.073)  0.849
C (3.758, 1.058, 0.062)  -0.529
C (4.742, 0.081, -0.017)  -0.364
C (4.305, -1.314, 0.045)  -0.254
C (2.933, -1.585, 0.195)  -0.678
C (1.951, -0.653, -0.032)  0.405
N (0.651, -0.989, -0.389)  -0.553
H (-5.068, 0.646, 1.092)  0.291
H (-5.492, -1.126, 1.059)  0.242
H (-3.716, -0.549, 1.617)  0.322
H (-3.953, -1.291, -1.238)  0.297
H (-4.736, 0.500, -1.111)  0.239
H (-2.680, 1.253, -0.395)  0.300
H (-1.613, -1.597, -0.606)  0.225
H (-0.857, 2.164, 0.102)  0.219
H (1.651, 2.716, 0.250)  0.332
H (4.199, 2.035, 0.298)  0.293
H (5.881, 0.354, -0.151)  0.255
H (5.227, -2.040, 0.202)  0.258
H (2.537, -2.641, -0.062)  0.272

=====

Record 3
ORCA calculation (ωB97M-V/def2-TZVPD) on an isolated molecule of C13H13N at a distorted geometry.

Properties
Structure (SMILES): [H]/N=C1\C=CC=C\C1=C1\CCC=CC1=C
Spin multiplicity: 1
Lowest unoccupied orbital energy (spin up / spin down), eV: -0.21 / -0.21
Charge: 0
HOMO (spin up / spin down), eV: -8.11 / -8.11

Each line ends with the Mulliken charge.
Atoms and positions in Å:
H (-3.359, 2.156, 0.366)  0.304
N (-2.397, 2.063, 0.718)  -0.737
C (-1.919, 1.035, 0.074)  0.092
C (-2.889, 0.516, -0.964)  -1.093
C (-3.260, -0.704, -0.616)  -0.103
C (-2.697, -1.423, 0.470)  -0.397
C (-1.463, -1.050, 0.918)  -1.098
C (-0.792, 0.086, 0.314)  0.603
C (0.555, 0.063, -0.099)  0.835
C (1.058, 1.329, -0.647)  -0.924
C (2.410, 1.831, -0.042)  -0.687
C (3.282, 0.632, 0.222)  -0.533
C (2.854, -0.575, 0.456)  -0.386
C (1.480, -1.030, 0.117)  0.581
C (1.221, -2.314, -0.042)  -1.200
H (-3.296, 1.032, -1.781)  0.527
H (-4.020, -1.205, -1.139)  0.446
H (-3.219, -2.331, 0.720)  0.405
H (-0.754, -1.741, 1.453)  0.680
H (0.353, 2.033, -0.434)  0.429
H (1.209, 1.113, -1.659)  0.397
H (2.364, 2.333, 0.938)  0.326
H (2.870, 2.516, -0.719)  0.385
H (4.434, 0.790, 0.486)  0.208
H (3.554, -1.413, 0.793)  0.194
H (0.286, -2.788, -0.107)  0.541
H (2.136, -2.953, 0.205)  0.206

=====

Record 4
ORCA calculation (ωB97M-V/def2-TZVPD) on an isolated molecule of C13H13NO3S2 at a distorted geometry.

Properties
Structure (SMILES): O=S(=O)(c1cccs1)N1CCCc2cccc(O)c21
Spin multiplicity: 1
Lowest unoccupied orbital energy, eV: 0.60
Charge: 0
HOMO, eV: -8.38

Each line ends with the Mulliken charge.
Atoms and positions in Å:
O (-0.938, -2.096, 1.230)  -0.690
S (-0.594, -0.728, 0.965)  1.294
O (-0.116, 0.065, 2.055)  -0.638
C (-2.052, 0.017, 0.283)  0.253
C (-2.985, 0.778, 0.915)  -0.435
C (-4.056, 1.127, 0.062)  -0.541
C (-3.910, 0.616, -1.188)  -0.519
S (-2.463, -0.302, -1.349)  -0.136
N (0.489, -0.712, -0.327)  0.052
C (0.850, -1.999, -0.882)  -0.927
C (2.140, -2.508, -0.247)  -0.718
C (3.270, -1.543, -0.588)  -1.046
C (2.862, -0.112, -0.359)  1.018
C (3.832, 0.880, -0.267)  -0.800
C (3.481, 2.198, -0.054)  -0.814
C (2.145, 2.548, 0.044)  -0.822
C (1.163, 1.579, -0.070)  0.768
O (-0.166, 1.890, -0.042)  -0.358
C (1.518, 0.238, -0.256)  -0.132
H (-2.891, 1.073, 1.943)  0.516
H (-4.892, 1.728, 0.371)  0.394
H (-4.568, 0.723, -2.028)  0.449
H (0.971, -1.882, -1.965)  0.422
H (0.021, -2.676, -0.681)  0.537
H (1.992, -2.553, 0.834)  0.282
H (2.369, -3.512, -0.608)  0.394
H (3.546, -1.662, -1.641)  0.333
H (4.157, -1.767, 0.008)  0.469
H (4.872, 0.604, -0.349)  0.413
H (4.243, 2.957, 0.034)  0.376
H (1.859, 3.579, 0.204)  0.328
H (-0.269, 2.808, 0.241)  0.280

=====

Q: spin multiplicity of number 4 (C13H13NO3S2)?
A: 1